This record from the Open Molecules 2025 dataset describes a molecular structure, C37H44N4O3SSi2Ti in a non-equilibrium geometry. The level of theory is ωB97M-V/def2-TZVPD.

Its charge is -2. The frontier orbital gap (spin up / spin down) is 4.44 / 5.31 eV. Its LUMO energy (spin up / spin down) is 4.07 / 4.07 eV. The expectation value of S² is 2.004. The maximum force comes out at 1.4 eV Å⁻¹. The spin multiplicity is 3.

Element x y z (Å)
Ti: -0.1202 0.7209 0.1309
C: 2.5485 4.1586 -2.0353
Si: 1.2953 3.5264 -0.7722
C: 2.2176 3.3762 0.8412
C: 0.0907 4.9505 -0.5281
N: 0.4913 2.1164 -1.2749
C: -0.5589 2.2220 -2.1938
C: -0.4003 2.4475 -3.5534
C: -1.5145 2.5537 -4.4024
C: -2.7887 2.4308 -3.8806
C: -2.9717 2.2197 -2.5053
C: -1.8781 2.1355 -1.6380
N: -1.9144 2.0030 -0.2546
Si: -3.1613 2.5877 0.7243
C: -2.4849 2.8126 2.4732
C: -4.7248 1.5464 0.9321
C: -3.8044 4.2598 0.1488
H: 3.0283 3.3137 -2.5440
H: 3.3339 4.7617 -1.5619
H: 2.0569 4.7744 -2.7984
H: 2.7485 4.3163 1.0425
H: 2.9355 2.5547 0.8106
H: 1.5267 3.1831 1.6679
H: 0.6053 5.9067 -0.3646
H: -0.5602 4.7447 0.3285
H: -0.5545 5.0521 -1.4108
H: 0.6059 2.5196 -3.9520
H: -1.3732 2.7179 -5.4649
H: -3.6535 2.4933 -4.5336
H: -3.9774 2.1180 -2.1056
H: -3.0429 2.2256 3.2149
H: -2.5186 3.8623 2.7853
H: -1.4406 2.4854 2.4903
H: -4.5202 0.5730 1.3927
H: -5.2050 1.3560 -0.0363
H: -5.4440 2.0752 1.5701
H: -3.1140 5.0627 0.4298
H: -4.7872 4.4743 0.5868
H: -3.9032 4.2848 -0.9417
O: 0.2169 -1.4060 0.0604
C: 1.4171 -1.7922 0.7258
C: 2.5011 -0.7138 0.3677
O: 3.6965 -0.9737 0.3516
O: 1.9386 0.4284 0.2490
C: 1.3585 -1.5761 2.2679
C: 1.9182 -2.5177 3.1240
C: 2.0307 -2.2798 4.4934
C: 1.6012 -1.0818 5.0305
C: 1.0665 -0.1193 4.1829
C: 0.9475 -0.3689 2.8255
C: 1.6761 -3.2518 0.3913
C: 2.8461 -3.7044 -0.1988
C: 3.0143 -5.0644 -0.4612
C: 2.0240 -5.9749 -0.1347
C: 0.8409 -5.5208 0.4433
C: 0.6721 -4.1701 0.6964
H: 0.2938 -1.7079 -0.9330
H: 2.2882 -3.4512 2.7201
H: 2.4695 -3.0383 5.1317
H: 1.6942 -0.8879 6.0937
H: 0.7428 0.8385 4.5743
H: 0.5551 0.4413 2.2024
H: 3.6158 -2.9878 -0.4485
H: 3.9304 -5.4049 -0.9304
H: 2.1638 -7.0313 -0.3357
H: 0.0514 -6.2217 0.6907
H: -0.2522 -3.8034 1.1311
N: -4.3123 -3.5158 2.2452
C: -3.4981 -2.4314 1.9166
C: -2.8575 -1.6891 2.8960
C: -2.0527 -0.6302 2.4948
N: -1.8388 -0.2820 1.2408
C: -2.5166 -0.9578 0.3024
C: -3.3503 -2.0199 0.6014
H: -4.0218 -3.9924 3.0861
H: -4.4209 -4.1722 1.4858
H: -2.9599 -1.9267 3.9482
H: -1.5550 -0.0315 3.2477
H: -2.3913 -0.6253 -0.7213
H: -3.8697 -2.5310 -0.2020
S: 0.2394 -2.3383 -2.6644
C: 1.9453 -2.0740 -3.0536
C: 2.5579 -0.8251 -2.8711
C: 3.9134 -0.6497 -3.1292
C: 4.6952 -1.7023 -3.5967
C: 4.0975 -2.9436 -3.7992
C: 2.7461 -3.1256 -3.5280
H: 1.9676 0.0049 -2.4883
H: 4.3637 0.3204 -2.9437
H: 5.7554 -1.5644 -3.7761
H: 4.6905 -3.7808 -4.1551
H: 2.2863 -4.0976 -3.6648

Forces on the atoms, in the same order (eV/Å):
-0.500 1.134 -0.651
0.240 0.024 -0.259
-0.161 -0.068 -0.308
0.225 -0.144 0.239
-0.251 0.234 -0.053
0.170 0.246 -0.472
0.173 0.353 0.225
-0.299 -0.057 -0.118
0.110 -0.009 0.137
0.010 -0.006 0.144
0.135 -0.054 -0.102
0.028 0.230 0.123
-0.293 -0.350 -0.371
0.244 0.026 -0.003
-0.028 -0.054 0.263
-0.209 -0.282 -0.088
-0.087 0.281 -0.149
-0.027 0.102 0.075
-0.084 -0.003 -0.061
0.051 -0.071 0.034
-0.077 -0.056 -0.001
-0.018 0.042 0.026
0.026 0.007 0.011
-0.044 -0.071 0.001
0.048 0.034 -0.043
0.056 0.014 0.100
0.003 0.000 0.008
0.013 -0.022 -0.011
-0.008 -0.011 0.007
0.015 0.022 -0.009
0.072 0.065 -0.070
0.031 -0.063 -0.026
-0.001 0.031 0.026
-0.024 0.094 -0.024
0.011 0.024 0.104
0.033 -0.023 -0.045
-0.052 -0.072 -0.023
0.082 0.035 -0.013
-0.009 0.001 0.102
0.181 -0.143 0.921
0.374 0.042 0.310
-0.164 0.078 0.074
-0.003 0.041 0.059
0.774 -0.426 0.050
0.000 -0.275 -0.440
0.014 -0.143 0.243
0.009 -0.168 -0.239
-0.052 0.156 0.061
-0.064 -0.064 0.016
-0.014 0.213 0.008
0.193 0.062 -0.025
0.057 -0.161 -0.027
-0.010 0.128 0.049
-0.045 0.028 0.023
0.027 0.071 0.007
-0.049 -0.079 0.013
-0.169 -0.140 -0.128
-0.015 0.024 0.020
0.006 -0.003 -0.015
0.006 0.004 -0.026
0.002 0.002 -0.003
0.114 -0.129 0.338
0.003 -0.033 -0.004
-0.014 0.025 -0.019
-0.013 0.004 -0.012
-0.009 0.007 -0.018
0.003 -0.022 -0.006
0.004 -0.174 -0.016
-0.074 -0.053 0.201
0.158 0.243 -0.019
-0.168 -0.099 0.630
-0.466 -0.427 -0.025
-0.272 -0.183 0.320
0.099 0.160 -0.579
-0.038 0.041 0.010
-0.024 0.030 0.011
0.001 0.006 -0.024
0.031 -0.076 -0.022
0.066 -0.013 -0.042
0.058 -0.007 0.026
0.215 -0.107 -0.482
-0.169 -0.055 0.043
0.090 0.015 0.019
-0.099 -0.062 -0.013
-0.114 -0.002 0.051
-0.141 0.087 0.057
0.086 0.090 -0.059
0.046 -0.046 -0.053
-0.035 -0.053 0.016
-0.003 0.009 -0.023
-0.006 -0.004 -0.001
0.008 -0.001 0.017

---

This record from the Open Molecules 2025 dataset describes a molecular structure, C24H58IrP2Si4Te in a non-equilibrium geometry. The level of theory is ωB97M-V/def2-TZVPD.

Its charge is +2. The frontier orbital gap (spin up / spin down) is 3.30 / 2.25 eV. Its LUMO energy (spin up / spin down) is -7.91 / -9.55 eV. The expectation value of S² is 8.771. The maximum force comes out at 8.2 eV Å⁻¹. The spin multiplicity is 6.

Element x y z (Å)
P: 3.7072 4.0603 -3.0727
P: 0.8090 3.3637 -3.7124
C: 3.2889 3.8802 -4.8804
C: 1.7984 4.2560 -5.0728
H: 3.4974 2.8223 -5.1201
H: 3.9748 4.5331 -5.4268
H: 1.5803 5.3286 -4.9491
H: 1.4151 3.9369 -6.0522
C: 0.8793 1.7192 -4.5854
H: 0.1200 1.0421 -4.1652
H: 1.8847 1.3157 -4.4162
H: 0.6925 1.8451 -5.6543
C: -0.9504 3.7041 -3.4779
H: -1.3800 4.1610 -4.3737
H: -1.0257 4.3939 -2.6342
H: -1.4685 2.7626 -3.2434
C: 5.2241 3.2553 -2.5261
H: 5.1421 3.1522 -1.4332
H: 6.0807 3.8801 -2.7736
H: 5.2840 2.2685 -2.9954
C: 3.9174 5.8528 -2.9436
H: 3.7575 6.3251 -3.9182
H: 4.9381 6.0111 -2.5837
H: 3.1921 6.2296 -2.2133
Ir: 2.1218 3.1990 -2.1418
C: -1.1673 -2.7611 -2.3726
C: -0.8957 -3.4294 -3.6574
C: 0.5872 -3.1175 -3.9947
C: 0.9248 -1.7923 -3.2948
C: -0.2139 -1.5408 -2.2548
C: -1.2153 -0.5182 -2.5139
C: -2.6159 -0.9149 -2.3312
C: -2.5689 -2.4577 -2.0261
C: 1.4900 3.9027 0.8754
H: -1.5139 -2.9496 -4.4545
H: -1.1551 -4.5062 -3.6603
H: 0.7407 -3.0609 -5.0793
H: 1.1848 -3.9517 -3.5827
H: 1.8715 -1.8892 -2.7604
H: 1.0252 -0.9750 -4.0160
H: 0.2322 -1.3226 -1.2678
H: -0.8892 0.5374 -2.5353
H: -3.2578 -0.7272 -3.2013
H: -3.0719 -0.3773 -1.4914
H: -2.7980 -2.6187 -0.9560
H: -3.2679 -3.0381 -2.6443
H: 0.7193 4.1392 1.6212
H: 1.5718 4.6570 0.0790
H: 2.4333 3.7046 1.3855
C: 1.3727 -3.7966 2.3766
Si: 0.8139 -2.5326 3.6578
C: 0.3371 -3.4382 5.2441
C: 2.2350 -1.3475 4.0109
Si: -0.9297 -1.3009 2.7422
Te: 0.8827 2.1389 -0.1761
Si: -2.7197 -2.7899 2.6318
C: -3.2738 -3.4372 4.3147
C: -4.1512 -1.8744 1.8144
C: -2.2083 -4.2456 1.5441
Si: -1.5192 0.2785 4.3459
C: -2.0799 -0.4669 5.9863
C: -0.0424 1.4085 4.6656
C: -2.9176 1.2975 3.6007
H: 2.4043 -4.0914 2.6177
H: 1.3677 -3.3760 1.3619
H: 0.7456 -4.6967 2.3782
H: 1.2618 -3.8611 5.6652
H: -0.1083 -2.7833 6.0026
H: -0.3543 -4.2688 5.0524
H: 2.3414 -0.5950 3.2175
H: 2.1122 -0.8230 4.9668
H: 3.1650 -1.9323 4.0524
H: -3.9119 -2.7109 4.8347
H: -3.8698 -4.3449 4.1365
H: -2.4427 -3.7034 4.9788
H: -3.8232 -1.3005 0.9364
H: -4.8946 -2.6154 1.4851
H: -4.6397 -1.1817 2.5126
H: -1.8040 -3.9187 0.5754
H: -1.4546 -4.8758 2.0343
H: -3.1006 -4.8607 1.3548
H: -1.3528 -1.1676 6.4142
H: -2.1887 0.3758 6.6859
H: -3.0492 -0.9761 5.9153
H: 0.4301 1.7153 3.7225
H: -0.3906 2.3167 5.1787
H: 0.7199 0.9275 5.2916
H: -2.6756 1.6135 2.5771
H: -3.8680 0.7504 3.5764
H: -3.0502 2.1994 4.2153

Forces on the atoms, in the same order (eV/Å):
3.507 3.297 -5.056
-1.042 -0.898 -5.704
0.445 -0.324 0.476
-0.722 0.520 0.563
-0.197 0.490 -0.312
-0.240 -0.204 -0.299
0.485 -0.168 -0.250
0.140 0.186 0.308
-0.415 0.101 1.105
0.451 0.098 -0.182
-0.246 -0.223 -0.225
0.076 0.116 0.132
0.284 0.475 0.281
0.049 -0.062 0.075
-0.323 0.026 -0.136
0.257 0.257 -0.070
-0.294 -0.131 -0.042
0.285 -0.065 -0.227
0.121 -0.150 0.010
0.204 0.121 0.191
0.071 -0.099 0.583
0.096 -0.024 0.294
-0.211 0.429 -0.067
0.313 0.258 -0.152
-1.979 -3.313 7.182
1.173 -0.155 0.226
0.456 -0.055 -0.956
-0.337 -0.950 0.063
-0.140 -0.046 0.396
-0.307 -1.459 -0.113
0.474 2.173 -0.449
-1.026 -0.502 0.265
-0.210 0.694 0.561
-0.217 0.047 -0.148
-0.023 -0.274 0.369
0.217 0.492 -0.072
0.098 -0.162 0.303
0.006 0.529 -0.313
0.058 0.125 -0.106
-0.099 -0.088 0.114
-0.058 -0.481 0.117
-0.451 -0.259 0.048
0.133 0.155 0.013
-0.120 0.082 -0.068
0.000 -0.030 -0.478
0.140 0.210 0.317
0.212 0.041 -0.355
0.088 0.204 0.779
-0.035 0.099 -0.134
0.270 -0.007 0.069
0.133 -0.110 -0.243
0.096 0.004 -0.017
0.248 -0.101 0.028
-0.098 -0.301 0.694
-1.238 -1.181 1.314
-0.174 -0.073 -0.424
-0.006 0.022 -0.003
-0.151 -0.193 -0.045
-0.143 0.005 0.011
-0.123 0.080 -0.180
0.009 0.123 -0.014
-0.075 0.228 0.095
0.049 0.285 0.237
-0.193 -0.099 -0.131
0.007 -0.101 0.190
0.160 0.200 -0.008
-0.203 0.042 -0.033
0.129 -0.165 -0.174
0.186 0.176 0.024
-0.012 -0.139 0.142
0.048 -0.120 -0.196
-0.082 0.211 0.084
0.135 -0.181 -0.123
0.092 0.175 0.078
-0.217 0.069 -0.160
-0.078 -0.129 0.164
0.022 0.250 0.035
0.087 -0.157 -0.169
-0.056 -0.100 0.238
-0.197 0.121 -0.114
0.222 0.023 -0.011
-0.169 0.208 -0.097
-0.019 -0.208 -0.047
0.251 0.146 -0.010
-0.020 -0.057 0.127
0.150 -0.144 -0.025
-0.171 0.134 -0.159
-0.066 -0.051 0.160
0.208 0.117 0.002
-0.157 -0.104 -0.169

---

This record from the Open Molecules 2025 dataset describes C6H16NOP in the gas phase in a non-equilibrium geometry. The level of theory is ωB97M-V/def2-TZVPD.

The frontier orbital gap is 9.01 eV. Its LUMO energy is 0.84 eV. The maximum force comes out at 4.7 eV Å⁻¹.

Element x y z (Å)
C: 1.7459 -1.5357 -1.4642
P: 0.6216 -0.8915 -0.4451
C: 0.7364 -1.6685 1.2111
O: -1.0574 -0.8213 -0.6013
C: -1.8967 -0.0450 0.2504
C: -3.3956 0.1699 -0.1360
N: 1.0404 0.7702 -0.1328
C: 0.4859 1.9763 -0.7191
C: 2.2202 0.8136 0.6463
H: 1.5612 -0.9977 -2.3841
H: 1.8313 -2.6800 -1.5728
H: 1.7377 -1.7174 1.6196
H: 0.1854 -1.2550 2.0625
H: 0.6477 -2.7393 1.0103
H: -1.8281 -0.5679 1.1549
H: -1.5034 0.9354 0.2279
H: -3.3664 0.8625 -1.0829
H: -3.9676 -0.6796 -0.3123
H: -3.8637 0.6462 0.6545
H: -0.5103 1.7898 -1.1709
H: 0.0375 2.6623 0.0609
H: 1.2040 2.5163 -1.2991
H: 2.7195 1.7743 0.3195
H: 1.8908 0.7816 1.8035
H: 2.7238 -0.0995 0.2992

Forces on the atoms, in the same order (eV/Å):
-0.760 -2.104 -0.583
-1.494 2.039 2.612
0.945 -0.615 -0.098
1.059 -0.403 -1.785
-0.941 -0.317 -0.975
3.142 1.212 -3.235
-2.443 -1.588 -1.437
-2.234 -0.235 1.889
-0.290 1.115 1.424
0.645 -0.018 -0.695
-0.227 1.950 0.200
0.643 0.636 -0.346
-0.620 -0.300 -0.646
-1.035 -0.047 0.273
-0.099 -0.043 1.922
0.515 0.974 0.953
-0.518 -1.320 1.723
-0.684 -1.778 -0.654
-0.706 1.382 1.597
1.140 -0.337 -0.924
1.177 -0.246 -0.082
0.201 0.317 -0.733
0.166 -1.157 0.977
1.422 0.300 -2.235
0.996 0.584 0.858

---

This record from the Open Molecules 2025 dataset describes 2 unconnected molecules or ions with the total composition C3H10N3 in a non-equilibrium geometry. The level of theory is ωB97M-V/def2-TZVPD.

Its charge is +1. The frontier orbital gap is 10.25 eV. Its LUMO energy is -3.47 eV. The maximum force comes out at 4.8 eV Å⁻¹.

Element x y z (Å)
C: -1.8063 -1.0815 -0.9213
C: -0.9464 -1.6025 -1.8697
C: -0.0431 0.3191 0.8541
N: 1.1466 0.0367 1.3775
N: -0.1500 1.4688 0.1948
N: 2.0730 1.0885 1.3337
H: -2.4839 -0.3979 -1.2702
H: -2.0634 -1.5430 0.0361
H: -0.2254 -2.3820 -1.5816
H: -0.9725 -1.0816 -2.7982
H: -0.9093 -0.3503 0.8430
H: 1.4228 -0.8723 1.7331
H: -0.9335 1.9193 -0.2267
H: 0.7315 2.1483 0.3972
H: 2.9798 0.6654 1.3731
H: 2.1801 1.6649 0.5253

Forces on the atoms, in the same order (eV/Å):
2.022 -3.405 -1.790
-1.330 0.977 3.595
0.127 0.365 -0.538
-1.783 1.193 -1.591
4.035 1.989 1.741
1.642 -0.804 1.857
-1.631 1.932 -0.580
0.423 -0.056 -0.242
-0.428 0.302 -0.676
0.454 -0.192 -0.780
0.911 0.116 0.426
-0.125 0.364 0.069
-0.774 -0.407 0.032
-3.720 -1.786 -0.908
0.671 -0.198 0.640
-0.493 -0.389 -1.255

---

no.,molecular weight (g mol⁻¹)
1,728.9
2,840.8
3,149.2
4,88.1